Record 1
DFT (the ωB97M-V functional and the def2-TZVPD basis) results for a molecular structure, C29H26Cl3N7STc.

Calculated values
Expectation value of S² = 0.781
Orbital gap (alpha / beta) = 0.2310 / 0.2125 Ha

Geometry as ORCA input:
```
! RIJCOSX wB97M-V def2-TZVPD def2/J DEFGRID3
* xyz 2 2
Tc -1.695 -0.215 0.161
C -4.588 0.534 -5.245
C -4.631 1.410 -4.004
N -4.618 0.620 -2.766
C -3.504 0.195 -2.190
S -3.699 -0.833 -0.720
N -2.324 0.490 -2.654
N -1.365 -0.095 -1.859
C -0.366 -0.712 -2.393
C -0.051 -0.696 -3.845
C 0.330 -1.602 -1.446
C 1.397 -2.403 -1.791
C 1.866 -3.340 -0.876
C 1.251 -3.447 0.358
C 0.213 -2.585 0.656
N -0.253 -1.693 -0.223
H -4.574 1.158 -6.139
H -5.462 -0.115 -5.301
H -3.691 -0.087 -5.249
H -5.534 2.018 -3.981
H -3.776 2.083 -3.968
H -5.494 0.296 -2.389
H -0.719 -0.019 -4.367
H -0.151 -1.699 -4.265
H 0.982 -0.375 -3.998
H 1.848 -2.314 -2.769
H 2.703 -3.978 -1.130
H 1.581 -4.166 1.094
H -0.264 -2.609 1.627
N -2.129 -0.641 2.271
C -1.226 0.077 3.176
C -1.468 0.094 4.543
C -0.696 0.897 5.367
C 0.271 1.732 4.823
C 0.517 1.728 3.456
C 1.381 2.717 2.804
C 1.208 2.995 1.516
C 0.268 2.165 0.682
N 0.172 0.756 1.223
C -0.197 0.838 2.654
H -3.073 -0.298 2.449
H -2.163 -1.630 2.513
H -2.274 -0.501 4.956
H -0.881 0.904 6.432
H 0.823 2.412 5.460
H 2.088 3.271 3.407
H 1.764 3.775 1.017
H 0.671 2.076 -0.330
C 1.418 0.150 1.100
C 2.486 -0.381 0.990
C 3.728 -1.071 0.790
C 4.178 -2.005 1.723
C 5.348 -2.709 1.483
C 6.070 -2.485 0.318
C 5.626 -1.553 -0.611
C 4.457 -0.844 -0.380
H 3.618 -2.166 2.636
H 5.704 -3.426 2.211
H 6.986 -3.032 0.138
H 6.197 -1.370 -1.511
H 4.107 -0.113 -1.098
Cl -1.622 4.476 2.319
C -1.674 4.003 0.611
Cl -3.310 4.165 -0.003
Cl -0.569 4.997 -0.353
C -1.202 2.560 0.536
N -2.013 1.613 0.353
*
```

---

Record 2
DFT (the ωB97M-V functional and the def2-TZVPD basis) results for a single C14H15N5O3 molecule at a distorted geometry.

Calculated values
Orbital gap = 0.2644 Ha
SMILES = Cc1cc(C)n(CC(=O)N/N=C/c2cccc([N+](=O)[O-])c2)n1

Geometry as ORCA input:
```
! RIJCOSX wB97M-V def2-TZVPD def2/J DEFGRID3
* xyz 0 1
C -3.999 -2.471 2.494
C -3.793 -1.643 1.181
N -2.644 -1.005 0.775
N -3.007 -0.461 -0.355
C -4.343 -0.687 -0.831
C -5.025 -1.381 0.332
H -6.090 -1.712 0.494
C -4.940 0.176 -2.009
H -4.509 -0.214 -2.887
H -4.698 1.182 -1.850
H -6.049 0.181 -1.923
C -2.116 0.415 -1.056
H -1.038 -0.318 -0.789
H -2.116 0.390 -2.004
C -2.054 1.752 -0.611
O -3.102 2.432 -0.348
N -0.813 2.104 0.019
N 0.249 1.518 0.049
C 1.454 2.185 0.387
C 2.563 1.380 0.566
C 2.626 0.074 -0.245
C 3.757 -0.511 0.012
C 5.005 0.038 0.517
C 4.865 1.219 1.233
C 3.732 2.039 0.809
H 3.764 2.863 1.509
H 5.810 1.410 1.529
H 5.967 -0.479 0.418
N 3.875 -1.937 -0.672
O 3.002 -2.343 -1.286
O 5.018 -2.387 -0.760
H 1.773 -0.379 -0.752
H 1.401 3.124 0.903
H -0.891 3.095 0.316
H -4.444 -3.534 2.163
H -3.031 -2.350 2.914
H -4.721 -2.018 2.944
*
```

---

Record 3
DFT (the ωB97M-V functional and the def2-TZVPD basis) results for a molecular structure, C5H3N3 at a distorted geometry.

Calculated values
Orbital gap = 0.3082 Ha

Geometry as ORCA input:
```
! RIJCOSX wB97M-V def2-TZVPD def2/J DEFGRID3
* xyz 0 1
C 1.073 0.361 -0.889
C 0.070 -0.745 -1.480
C -0.553 -0.004 0.419
C -1.148 -0.038 1.640
C -1.610 -0.142 2.732
H 2.778 1.361 -1.275
H 0.283 -1.371 -2.438
H -1.560 -0.278 4.092
N 2.220 0.545 -1.527
N -0.998 -0.891 -0.772
N 0.421 0.874 0.169
*
```

---

Record 4
DFT (the ωB97M-V functional and the def2-TZVPD basis) results for 2 unconnected molecules or ions with the total composition C11H14N2O at a distorted geometry.

Calculated values
Orbital gap = 0.3080 Ha
SMILES = Cc1c[nH]c2ccccc12.CC(N)=O

Geometry as ORCA input:
```
! RIJCOSX wB97M-V def2-TZVPD def2/J DEFGRID3
* xyz 0 1
C 1.619 -0.620 2.068
C 2.100 0.749 2.435
O 2.001 1.685 1.658
N 2.686 0.930 3.658
H 1.361 -1.225 2.934
H 2.485 -1.150 1.643
H 2.867 1.901 3.851
H 3.204 0.213 4.130
H 0.954 -0.563 1.254
C 1.018 -0.747 -2.980
C 0.685 1.192 -1.281
C -1.322 0.709 -0.441
C 0.328 0.033 -1.882
C -0.971 -0.333 -1.341
C -2.547 0.673 0.201
C -3.377 -0.413 0.034
C -1.936 -1.258 -1.709
C -3.131 -1.311 -1.006
N -0.292 1.608 -0.395
H -0.166 2.239 0.373
H 1.630 1.709 -1.325
H -2.852 1.423 0.923
H 2.045 -0.914 -2.677
H 0.811 -0.255 -3.917
H -4.250 -0.545 0.654
H -1.794 -1.894 -2.576
H -3.809 -2.070 -1.333
H 0.654 -1.768 -2.951
*
```

---

Record 5
DFT (the ωB97M-V functional and the def2-TZVPD basis) results for a molecular structure, C22H37ClN3O6Tm at a distorted geometry.

Calculated values
Expectation value of S² = 2.002
Orbital gap (alpha / beta) = 0.1996 / 0.2001 Ha

Geometry as ORCA input:
```
! RIJCOSX wB97M-V def2-TZVPD def2/J DEFGRID3
* xyz 0 3
O -1.665 -2.464 -1.605
C -0.599 -3.051 -1.096
C -0.844 -4.056 0.086
C -1.786 -3.641 1.029
H -2.134 -2.613 0.973
C -2.321 -4.620 1.847
H -3.098 -4.333 2.539
C -1.865 -5.933 1.772
H -2.286 -6.690 2.427
C -0.858 -6.276 0.867
H -0.481 -7.283 0.783
C -0.299 -5.330 0.016
H 0.502 -5.507 -0.708
H 0.160 -3.564 -1.891
C 2.375 -2.099 -1.461
C 1.470 -1.913 -0.153
H 3.001 -3.011 -1.691
H 3.107 -1.255 -1.514
H 1.671 -2.093 -2.322
C 1.862 -2.792 0.855
C 3.253 -2.979 1.291
H 1.113 -3.185 1.490
H 3.575 -4.010 1.486
H 3.495 -2.438 2.223
H 3.951 -2.628 0.515
Tm 0.944 0.294 0.226
Cl 3.147 0.344 1.086
C 0.812 2.655 1.781
O 0.414 2.324 0.573
N 1.171 3.890 2.014
C 1.146 4.868 0.930
C 1.745 4.275 3.299
H 0.915 1.896 2.566
H 0.658 4.382 0.071
H 2.173 5.176 0.680
H 0.562 5.716 1.297
H 1.684 3.386 3.934
H 1.144 5.094 3.721
H 2.794 4.604 3.188
H -5.421 -1.332 -0.460
H -5.065 0.516 1.104
C -4.408 -1.666 -0.206
C -3.995 0.335 1.200
N -3.545 -0.540 0.129
H -3.955 -2.194 -1.046
C -2.536 -0.135 -0.653
O -1.597 0.602 -0.272
H -3.445 1.268 1.127
H -2.529 -0.502 -1.673
H -4.518 -2.353 0.643
H -3.837 -0.124 2.176
H 1.773 2.409 -4.798
H -0.390 1.264 -5.957
C 1.976 1.381 -4.479
C -0.040 0.343 -5.482
N 0.723 0.656 -4.278
H 2.572 1.410 -3.573
C 0.287 0.299 -3.084
O 0.947 0.464 -2.008
H -0.903 -0.265 -5.213
H -0.700 -0.184 -3.055
H 2.537 0.880 -5.273
H 0.598 -0.215 -6.174
C -0.647 -1.799 4.430
O -0.067 -2.240 3.172
C 0.184 -1.427 2.182
O -0.332 -0.305 2.038
H -1.719 -1.628 4.290
H -0.110 -0.922 4.790
H -0.499 -2.633 5.111
*
```

---

Record 6
DFT (the ωB97M-V functional and the def2-TZVPD basis) results for a molecular structure, C16H23ClN4O13P3W.

Calculated values
Orbital gap = 0.2489 Ha

Geometry as ORCA input:
```
! RIJCOSX wB97M-V def2-TZVPD def2/J DEFGRID3
* xyz 1 1
W 0.091 -0.537 0.059
C 2.726 -0.562 -4.220
C 1.608 -1.270 -3.467
O 1.073 -2.371 -4.192
P 0.219 -0.023 -3.178
O -0.830 -0.564 -4.263
O 0.158 1.350 0.032
O -0.431 -0.682 -1.762
P 2.186 -1.817 -1.831
O 1.052 -2.860 -1.387
O 3.556 -2.316 -1.736
O 1.843 -0.555 -0.915
H 2.361 -0.178 -5.175
H 3.554 -1.251 -4.395
H 3.116 0.277 -3.641
H 1.733 -2.706 -4.811
H -0.630 -1.485 -4.523
H 0.949 1.804 0.398
H 1.422 -3.686 -1.046
O -0.939 -0.696 2.041
Cl -1.644 -2.019 1.825
O -3.036 -1.862 1.927
O -1.114 -3.023 2.638
O -1.253 -2.215 0.369
C -4.519 1.310 -2.225
N -4.765 0.239 -1.261
C -5.272 0.818 -0.016
N -4.408 1.862 0.544
C -4.175 2.886 -0.472
N -3.624 2.351 -1.716
C -2.262 1.867 -1.549
P -2.259 0.490 -0.320
C -3.575 -0.578 -1.040
C -3.157 1.315 1.063
H -5.474 1.777 -2.466
H -4.098 0.886 -3.138
H -5.406 0.027 0.723
H -6.244 1.267 -0.224
H -3.502 3.646 -0.074
H -5.131 3.357 -0.703
H -1.608 2.661 -1.193
H -1.875 1.510 -2.504
H -3.804 -1.407 -0.373
H -3.208 -0.985 -1.984
H -2.529 2.114 1.463
H -3.357 0.607 1.864
O 1.178 -2.130 1.192
C 1.934 -1.280 1.742
N 1.502 -0.043 1.534
C 2.555 0.863 1.778
O 2.521 2.019 1.455
C 3.637 0.045 2.414
C 4.857 0.423 2.923
C 5.680 -0.592 3.416
C 5.292 -1.925 3.385
C 4.058 -2.307 2.858
C 3.248 -1.297 2.388
H 5.167 1.459 2.933
H 6.647 -0.334 3.826
H 5.961 -2.682 3.770
H 3.756 -3.345 2.822
*
```

---

In order of appearance, DFT total energy = -91511.551; -28342.376; -9698.292; -16662.274; -82218.682; -91749.648 eV.